ORCA calculation (ωB97M-V/def2-TZVPD) on C26H44BGe2N4PtS2Te as an isolated structure in a non-equilibrium geometry.

## Properties
HOMO-LUMO gap (alpha / beta) (eV): 6.2 / 4.4
Expectation value of S²: 2.0251
HOMO energy (alpha / beta) (eV): -9.9 / -9.8
E (Ha): -6598.2668
LUMO (alpha / beta) (eV): -3.7 / -5.4
Charge: +1
Spin multiplicity: 3

The geometry in XYZ format:
```
81
C26H44BGe2N4PtS2Te, DFT ωB97M-V/def2-TZVPD
Pt 10.844 1.468 14.738
C 7.158 3.348 13.838
N 8.120 4.439 13.958
C 7.843 5.689 14.496
C 8.981 6.376 14.555
N 10.013 5.555 14.044
B 11.523 6.133 13.808
N 12.449 5.145 13.047
C 12.864 5.181 11.695
C 13.729 4.152 11.490
N 13.819 3.434 12.668
C 14.783 2.425 13.069
C 12.905 4.003 13.573
S 12.578 3.289 15.112
C 9.464 4.339 13.707
S 10.145 3.004 12.887
H 6.127 3.743 13.941
H 7.292 2.597 14.635
H 7.309 2.902 12.812
H 6.842 5.999 14.818
H 9.127 7.383 14.938
H 11.973 6.291 14.890
H 11.410 7.165 13.213
H 12.491 5.899 10.965
H 14.278 3.907 10.577
H 15.174 1.925 12.189
H 14.255 1.674 13.709
H 15.584 2.897 13.679
C 6.574 -0.617 13.556
C 8.057 -0.541 13.240
Ge 9.137 -0.343 14.878
C 9.602 -2.140 15.683
C 8.530 -3.198 15.380
C 7.926 0.345 16.256
C 8.557 0.553 17.494
Ge 10.250 1.498 17.165
C 11.601 0.584 18.356
C 12.430 1.486 19.266
C 10.077 3.448 17.823
C 8.901 3.701 18.795
C 8.011 0.098 18.777
C 6.992 -0.868 18.717
C 6.335 -1.286 19.828
C 6.767 -0.899 21.090
C 7.827 -0.021 21.204
C 8.508 0.407 20.070
H 6.009 -1.053 12.733
H 6.210 0.424 13.757
H 6.333 -1.238 14.424
H 8.284 0.379 12.678
H 8.469 -1.416 12.697
H 9.659 -1.924 16.755
H 10.623 -2.402 15.248
H 7.553 -3.001 15.886
H 8.827 -4.165 15.761
H 8.343 -3.270 14.324
H 6.897 0.632 16.040
H 12.277 0.102 17.633
H 11.065 -0.207 18.902
H 12.747 2.395 18.745
H 13.361 0.991 19.581
H 11.922 1.773 20.205
H 10.019 4.120 16.919
H 11.094 3.667 18.264
H 7.926 3.259 18.431
H 8.741 4.749 18.938
H 9.114 3.257 19.782
H 6.671 -1.214 17.734
H 5.440 -1.858 19.678
H 6.279 -1.216 21.983
H 8.184 0.301 22.187
H 9.365 1.048 20.169
C 13.769 -0.551 12.226
Te 12.432 -0.777 13.914
C 13.875 -1.340 15.477
H 14.807 -0.439 12.555
H 13.409 0.303 11.671
H 13.667 -1.430 11.582
H 14.262 -2.329 15.325
H 13.313 -1.298 16.403
H 14.674 -0.570 15.489
```